(1)
122
Properties=species:S:1:pos:R:3:forces:R:3:mulliken_charge:R:1 method="wB97M-V/def2-TZVPD" e_homo_ev="-12.24 / -12.22" multiplicity=3 orbital_gap_ev="4.889 / 5.876" lumo_energy_ev="-7.35 / -6.34" total_charge=+2 total_energy_ha=-6603.4729 s_squared=2.21
I 7.08136 1.55988 -4.74061 -0.0064 -0.0119 -0.0062 0.178
Ge -0.53804 0.31522 2.63265 -0.5307 -0.3287 0.9771 -0.524
Cr 0.27435 0.12926 0.13845 0.4166 -0.2804 -0.4360 -2.285
P 1.75633 1.84950 1.09216 -0.0059 0.2426 0.4338 1.064
P 0.45916 -2.15994 0.79860 -0.1107 -0.2071 0.1364 0.619
P -2.14904 0.38089 -0.01499 -0.4070 0.3134 0.1897 0.392
O 0.24755 0.64758 -3.27018 -0.1758 0.2099 -0.1627 -0.647
O 1.12320 -0.20419 -1.40002 0.0949 0.2608 -0.8986 0.850
N -0.03066 -1.37704 3.39429 0.3533 0.1413 -0.0147 0.405
N -0.99204 0.53161 4.86231 -0.2467 -0.1985 0.3439 1.214
N -0.12358 2.12683 2.97483 0.3943 -0.0532 -0.0536 1.270
N -2.39048 0.07422 2.60209 -0.2456 0.5611 -0.1710 0.718
C 4.46714 1.20199 1.48689 0.0526 0.1419 0.0577 -1.537
C -3.02178 -0.35802 1.39423 0.1197 -0.3010 0.0972 -2.159
C -0.88251 -3.14548 -0.01526 0.0598 0.1082 -0.0274 2.381
C -1.34738 2.47358 6.41508 -0.1029 -0.0247 0.1683 -0.638
C -2.02027 2.93917 -1.08679 -0.1343 -0.0811 0.0159 -1.398
C -4.20826 -0.81387 6.28029 -0.0421 -0.0201 0.0062 -1.086
C -2.45732 2.18861 0.18787 0.1293 0.0209 -0.1793 2.321
C -0.35244 4.11116 4.41495 -0.0433 0.1594 -0.0103 -0.532
C -3.12201 -0.09171 -1.53299 0.2785 -0.2136 -0.1200 0.641
C 2.21447 -4.35375 0.68338 0.0200 -0.0560 -0.0605 -1.354
C 0.36951 -1.39888 4.73784 0.1273 -0.2395 -0.1789 0.196
C -2.33000 -0.88212 -2.58167 0.0619 -0.0172 0.0807 -0.819
C -0.94332 1.93501 5.20823 -0.0060 -0.0993 -0.1288 0.030
C 1.12915 -2.40670 5.32694 0.1114 -0.0433 0.0242 -1.110
C 2.84182 0.54141 3.34955 0.0333 0.0404 -0.0788 -1.225
C 4.06337 1.51371 -4.81864 -0.0861 -0.0188 -0.0083 -0.582
C 2.05301 -2.89167 0.25985 0.0470 0.0977 -0.0707 0.619
C -3.91067 2.49514 0.55127 -0.0236 0.0755 0.0307 -1.569
C 1.28309 -1.12620 7.36572 0.0030 -0.0007 0.0060 -1.117
C -3.05326 -0.18590 3.80587 0.0081 -0.1711 -0.1990 0.491
C 3.11547 4.19676 0.43006 0.0412 0.0606 -0.0216 -1.645
C 2.44007 2.97325 -0.19476 -0.1106 -0.1525 -0.2025 0.877
C 3.20435 -2.04079 0.79034 0.0701 -0.1572 0.0130 -1.027
C -0.71935 4.64841 5.64284 0.0224 -0.0224 -0.0564 -1.135
C -2.34610 -0.02419 4.99211 0.2649 0.0058 0.0048 0.884
C -4.94595 -0.92340 5.11324 0.0062 0.0057 -0.0855 -1.010
C -2.89580 -0.37425 6.20964 0.0699 0.0036 0.1413 -0.696
C 0.62894 2.91666 2.03935 -0.0699 -0.0321 -0.0565 -2.039
C -4.37014 -0.63814 3.88093 -0.1145 -0.0915 0.0130 -0.915
C 1.23666 0.34682 -2.66764 0.3096 -0.2534 0.3695 0.172
C 2.78761 1.23343 -4.35872 0.0078 0.0285 -0.0679 -0.915
C -0.01213 -0.31501 5.52248 -0.1727 0.1870 -0.0372 0.267
C 3.72404 0.14079 -2.42429 0.0852 0.0381 -0.0596 0.049
C 0.47541 -0.14418 6.80040 -0.0420 0.1181 0.0920 -0.322
C -0.46017 2.74016 4.18736 -0.0020 0.2614 -0.1434 1.041
C -1.38264 -4.31498 0.83401 -0.0428 -0.0127 -0.0336 -1.816
C 5.00271 0.41717 -2.87825 -0.0558 -0.0521 0.0488 -0.712
C 1.57046 -2.26826 6.64214 -0.0157 -0.0515 -0.1085 -0.933
C 2.61284 0.55365 -3.15533 0.0639 -0.0045 0.2029 0.127
C -1.22483 3.83599 6.64475 0.0270 0.0261 -0.0208 -1.058
C -0.43123 -3.58730 -1.41343 -0.0262 -0.0458 0.0175 -1.742
C 5.16664 1.11165 -4.07253 0.0680 0.0407 -0.0222 -0.226
C 3.17731 1.55150 2.24223 -0.0751 -0.4572 -0.0016 -0.057
C -4.42719 -0.82238 -1.20361 -0.0435 0.0801 -0.0427 -1.603
C 0.50108 -2.44863 2.59731 -0.0837 0.1553 0.1271 -1.971
C 1.36504 3.41700 -1.19087 0.1273 0.0887 0.0873 -1.311
H -3.04440 -1.45503 1.28546 -0.1009 0.0297 0.0014 0.551
H -4.95659 -0.78288 2.98239 0.0076 0.0038 0.0768 0.427
H -0.62397 5.71455 5.80686 -0.0113 -0.0400 -0.0284 0.416
H 5.86876 0.09177 -2.31513 -0.0490 0.0224 -0.0271 0.465
H 3.92452 3.94999 1.11706 -0.0583 0.0258 -0.0454 0.380
H -1.52914 4.25514 7.59499 0.0021 -0.0192 -0.0586 0.463
H -2.29467 -0.33017 7.11073 -0.0123 0.0525 -0.0600 0.521
H -0.02119 -2.76541 -2.00147 -0.0130 0.0156 -0.0051 0.235
H -3.36202 0.88154 -1.96292 -0.0143 0.0705 0.0208 0.882
H -4.61540 1.97611 -0.10320 0.0239 0.0533 -0.0033 0.300
H 4.89016 2.07145 0.98330 -0.0141 -0.0592 0.0045 0.307
H 1.91630 1.53750 -4.92512 0.0408 0.0109 0.0149 0.532
H -0.01664 4.77538 3.62901 -0.0231 0.0161 0.0779 0.539
H 2.09373 -4.48635 1.76024 0.0346 0.0044 -0.0268 0.191
H 3.42856 -2.27344 1.83380 -0.0024 0.0380 -0.0454 0.436
H 1.55792 -2.64150 2.82617 -0.0200 0.0181 -0.0014 0.758
H -4.92262 -1.05505 -2.14785 -0.0048 -0.0072 0.0306 0.485
H -4.05246 -0.01192 1.32553 -0.0752 0.0335 -0.0293 1.342
H 3.72728 0.37210 3.96600 -0.0304 0.0231 -0.0307 0.767
H 1.26112 3.64209 2.55523 0.0143 0.0116 0.0408 1.257
H -1.77801 1.84582 7.18511 0.0521 -0.0068 -0.0811 0.463
H -1.90675 -3.97944 1.73025 0.0343 -0.0072 0.0000 0.377
H 2.39337 4.82575 0.95481 0.0317 -0.0072 -0.0356 0.306
H 4.33454 0.42648 0.73835 -0.0044 -0.0690 -0.0425 0.113
H -1.70404 -2.43745 -0.13992 -0.0905 0.0126 -0.0357 -1.500
H 3.31367 2.52955 2.70605 -0.0208 0.0795 0.0640 0.981
H -4.08077 3.56605 0.42167 -0.0155 -0.0343 0.0456 0.479
H -2.85928 3.03586 -1.77891 0.0354 -0.0241 0.0249 0.537
H -5.97614 -1.25504 5.15318 0.0481 -0.0027 -0.0171 0.432
H -0.57303 -4.98303 1.13184 -0.0458 0.0069 -0.0139 0.340
H 1.52380 -5.02336 0.17386 0.0224 0.0210 0.0530 0.376
H 0.31329 -4.38150 -1.35982 -0.0473 0.0465 -0.0208 0.365
H 0.00522 3.47699 1.32873 0.0228 0.0966 0.0598 0.543
H 2.05271 0.90469 4.00781 0.0034 0.0015 -0.0046 -0.235
H 1.83279 3.94696 -2.02205 0.0122 -0.0086 0.0220 0.554
H -2.08681 -4.89842 0.23795 0.0048 0.0088 0.0302 0.510
H -1.28868 -3.98694 -1.95622 0.0041 0.0106 0.0283 0.548
H 2.15087 -3.06293 7.09427 -0.0143 0.0270 -0.0406 0.435
H -1.69406 3.94982 -0.83825 -0.0494 -0.0255 -0.0011 0.435
H -1.83000 2.48252 1.03137 0.0252 0.0385 0.0083 -1.016
H 2.03908 -2.82422 -0.82876 0.0167 0.0165 -0.0415 0.776
H -2.76180 -0.70488 -3.56724 -0.0360 -0.0352 0.0235 0.523
H 3.54141 4.79531 -0.37685 0.0079 0.0209 0.0413 0.510
H 2.97638 -0.98075 0.72252 0.0156 0.1147 -0.0489 -0.872
H 2.53147 -0.42580 2.94506 0.0436 0.0851 0.0374 0.025
H 0.66063 4.10573 -0.72054 0.0328 -0.0280 -0.0466 0.299
H -4.24622 -1.76866 -0.69060 0.0027 0.0023 -0.0259 0.285
H -1.28227 -0.58913 -2.63771 -0.2397 -0.0658 0.0054 -0.245
H 4.20016 2.04140 -5.75359 -0.0046 -0.0184 0.0445 0.411
H -0.03891 -3.38046 2.78455 0.0563 -0.0918 0.0620 1.328
H 1.65225 -1.00733 8.37546 -0.0034 0.0105 -0.0369 0.472
H -1.21438 2.44524 -1.63700 -0.0678 0.0194 0.0399 0.270
H 0.23430 0.74645 7.36666 -0.0390 -0.0673 -0.0256 0.568
H 4.11094 -2.23231 0.21317 -0.0190 -0.0161 0.0204 0.652
H -4.64509 -1.07068 7.23608 0.0219 -0.0022 -0.0408 0.467
H 3.58654 -0.40480 -1.50363 -0.0095 -0.0636 0.1052 0.599
H -4.13513 2.24637 1.58941 0.0080 -0.0348 -0.0475 0.293
H 0.80033 2.59185 -1.62003 0.0418 -0.0621 -0.0050 -0.221
H -5.12125 -0.22984 -0.60923 0.0109 -0.0050 0.0105 0.300
H 3.22694 -4.67353 0.42877 -0.0294 -0.0152 0.0140 0.490
H 5.21131 0.84463 2.20091 -0.0338 0.0242 -0.0184 0.528
H 3.18569 2.37241 -0.72260 0.0239 -0.0069 -0.0497 0.203
H -2.40012 -1.95130 -2.38498 0.0048 -0.0443 0.0363 0.363
H 1.36836 -3.30943 4.78036 0.0397 0.0216 0.0772 0.586

(2)
55
Properties=species:S:1:pos:R:3:forces:R:3:nbo_charge:R:1 method="wB97M-V/def2-TZVPD" e_homo_ev=-4.95 orbital_gap_ev=7.403 lumo_energy_ev=2.46 total_charge=-1 total_energy_ha=-3306.9304
Ga -1.45986 -0.28127 -1.36120 1.6605 -1.3590 0.7333 0.990
S -5.02324 -1.18154 -3.09002 2.6922 3.1920 1.2255 -0.181
O 2.00241 -2.51377 -1.48877 2.2744 0.0679 0.1075 -0.547
O -5.24416 3.97171 -1.02666 -0.0349 0.1254 0.1920 -0.730
O 2.69469 0.15645 -3.06838 2.0451 -0.3266 1.9736 -0.544
O 0.65649 1.81237 -1.77953 3.0938 -0.6657 2.1657 -0.578
O 1.83333 -2.44082 4.40051 0.0043 -0.0722 -0.0097 -0.717
N -2.86067 0.84859 -2.08713 -9.1663 -5.9987 -4.2879 -0.780
C 2.89460 -2.43020 -2.65823 -1.0062 0.4695 -1.3807 -0.097
C 3.17538 -1.18370 5.94887 0.3532 0.1113 -0.0594 -0.630
C -3.87080 0.00248 -2.56243 5.5290 3.6054 2.6689 0.209
C 2.51615 -2.52051 5.64896 -0.4661 0.5052 0.1332 0.095
C 3.62653 -0.95899 -2.84881 0.9162 -1.2729 -0.6802 -0.092
C 3.16228 1.41106 -2.46092 -0.5169 2.2258 -0.7793 -0.090
C -7.26280 3.02389 -1.92422 -0.3214 0.0079 0.1392 -0.632
C 2.06248 -1.81599 1.04159 -0.2230 0.7348 -1.3187 -0.674
C 2.08129 2.08582 -1.39632 0.0323 -0.1907 0.0854 -0.097
C -6.12737 4.01072 -2.14453 0.2699 -0.6804 -0.0589 0.099
C 2.74606 -2.65746 -0.22778 0.2933 -0.0387 1.2911 -0.071
C -5.35105 3.68850 -3.41146 0.1501 0.1368 -0.2422 -0.633
C 1.52976 -2.90891 6.73881 -0.0728 -0.3455 0.1479 -0.629
C 0.28543 0.70203 -0.85170 0.5573 0.1208 0.2040 -0.551
H -5.99971 3.72580 -4.29220 0.0500 -0.0253 0.0409 0.196
H 4.28784 -1.06017 -3.83640 -1.2315 0.0872 1.9748 0.167
H 3.84494 -2.25950 -0.38934 -2.0525 -1.0238 0.4401 0.160
H 2.35163 1.62719 -0.33906 -0.8777 0.9409 -2.0282 0.171
H 3.72253 -1.21703 6.89617 -0.0534 0.0504 -0.0695 0.203
H 3.65989 -3.33894 -2.72086 -1.2396 2.0715 0.4181 0.173
H -4.52947 4.39933 -3.55062 -0.1539 -0.0542 0.0350 0.214
H -1.06495 -1.43886 -2.42524 -0.2074 0.3115 -0.0200 -0.328
H 1.05396 -3.86708 6.50349 0.1387 0.1137 0.0277 0.219
H 2.42968 -0.38260 6.00368 -0.0151 -0.1393 0.0886 0.200
H 1.16509 -0.09584 -0.96407 -2.0085 1.5200 0.5978 0.185
H 4.38295 -0.81399 -1.96824 -1.5621 0.1391 -1.4209 0.169
H 0.26214 1.18437 0.23717 0.2317 -1.1748 -1.9498 0.151
H 3.28374 -3.29620 5.55374 -0.1658 0.0676 -0.1938 0.173
H 2.74597 -3.79723 0.12090 0.1888 2.2593 -1.0343 0.169
H -7.96885 3.04132 -2.76031 0.0456 -0.0552 0.0632 0.200
H -6.53042 5.02730 -2.20844 0.1477 -0.0407 0.1975 0.160
H -2.00634 -0.99088 -0.00147 -0.0516 0.2414 -0.1006 -0.346
H 2.02757 -2.99408 7.70979 -0.0833 0.0215 -0.0558 0.203
H -4.89956 2.69181 -3.35156 -0.1356 0.0666 0.0347 0.226
H 4.21377 1.35877 -1.95082 -1.9089 -0.2440 -0.8958 0.168
H 0.72578 -2.16902 6.82159 0.1608 0.0493 0.0059 0.200
H 2.20049 3.25237 -1.28569 0.0992 -2.1762 -0.6315 0.180
H 2.20920 -2.36547 2.06498 -0.3364 1.0314 -2.1262 0.238
H 0.91833 -1.63049 0.76435 2.4173 -0.6346 0.8282 0.256
H 2.19404 -2.56057 -3.61418 1.3021 0.3016 2.2353 0.214
H -4.88142 3.07260 -0.96221 -0.0143 0.2898 -0.1281 0.476
H 3.25387 2.20576 -3.34729 -0.0879 -1.7906 1.6999 0.171
H 1.14979 -1.75434 4.47576 0.2708 -0.2802 -0.0879 0.466
H 3.87341 -0.91105 5.15010 -0.0719 -0.1042 0.1239 0.220
H -7.80504 3.26075 -1.00241 0.0486 0.0562 -0.1352 0.206
H 2.54131 -0.72817 1.08959 -0.9580 -2.3246 -0.0196 0.200
H -6.87909 2.00371 -1.81159 0.0503 0.0963 -0.1649 0.216

(3)
47
Properties=species:S:1:pos:R:3:forces:R:3:nbo_charge:R:1 method="wB97M-V/def2-TZVPD" e_homo_ev="-14.95 / -14.82" multiplicity=2 orbital_gap_ev="6.351 / 5.857" lumo_energy_ev="-8.60 / -8.96" total_charge=+2 total_energy_ha=-2612.1508 s_squared=0.88
I 0.04585 3.03408 -2.82119 -0.0977 -0.1206 0.0078 0.390
Fe 0.69071 0.79981 -1.59242 0.5699 -0.2753 -0.0106 1.232
O 2.29370 0.21669 -1.16884 -0.7658 0.2707 -0.4483 -0.554
O 0.74446 0.76413 3.72371 0.0136 -0.0549 -0.0040 -0.740
N 4.43954 -1.10132 1.35416 -0.6865 0.5113 -0.4072 -0.343
N -0.53952 -0.65239 -1.64057 -0.0384 0.1661 -0.0199 -0.568
N 0.34432 1.66742 0.00856 0.0207 0.1190 0.0327 -0.460
C 2.73028 0.28089 2.42535 0.5597 -0.3972 -0.0330 -0.032
C 2.16907 0.82967 3.71155 0.0214 0.0465 0.0749 -0.105
C -1.50472 2.74673 1.21679 -0.0950 0.0819 0.0004 -0.235
C -0.74905 2.59482 0.06127 0.1249 -0.1189 -0.1304 0.132
C -1.99647 -3.52673 -0.51914 -0.0263 -0.0404 0.0034 -0.591
C -2.10769 4.25105 -1.06368 0.0384 -0.0066 -0.0602 -0.219
C 4.58343 -1.39819 -1.04687 -0.0630 -0.0636 -0.1370 -0.664
C 2.76482 -0.01651 0.03188 0.1046 0.0124 0.7999 0.298
C -1.97906 -3.38431 -3.05564 -0.0241 -0.0305 -0.0060 -0.591
C 1.06884 1.49013 1.06973 0.1852 -0.1066 0.0424 0.215
C -2.53945 3.66827 1.23421 0.0062 -0.0253 0.0390 -0.149
C -3.66666 -2.03642 -1.71970 -0.0202 -0.0205 -0.0028 -0.591
C -1.07151 3.33608 -1.07311 -0.0470 0.0284 0.1507 -0.188
C 3.83606 -0.56765 2.42255 -0.1267 0.0952 0.7344 0.085
C 3.92453 -0.83222 0.16385 0.1593 -0.1087 -0.0467 0.241
C 2.17080 0.57337 1.18146 0.0285 -0.0417 -0.5211 -0.141
C -2.83630 4.41922 0.10595 -0.0268 0.0080 0.0002 -0.154
C -2.24759 -2.62894 -1.74239 0.0436 0.0599 0.0108 -0.178
C -1.29726 -1.51501 -1.67671 0.0811 0.0023 -0.0508 0.634
H -3.64850 5.13261 0.12745 0.0069 0.0088 -0.0096 0.256
H -3.12448 3.79008 2.13526 -0.0082 0.0082 -0.0073 0.251
H -0.98973 -3.94280 -0.52595 0.0053 0.0079 -0.0043 0.230
H -1.30023 2.14112 2.09143 0.0196 -0.0076 -0.0149 0.250
H -3.85683 -1.48160 -0.80151 0.0070 -0.0010 0.0051 0.226
H -2.70535 -4.35292 -0.56401 0.0040 0.0012 -0.0008 0.250
H -2.34763 4.82770 -1.94651 -0.0075 0.0082 0.0050 0.254
H 0.84139 2.10842 1.93042 -0.0174 -0.0612 0.0037 0.251
H -2.16019 -2.98966 0.41457 -0.0003 0.0092 -0.0033 0.225
H -2.67960 -4.21722 -3.10601 0.0043 0.0004 -0.0092 0.249
H -3.84372 -1.38797 -2.57689 0.0019 0.0015 -0.0027 0.230
H 2.60238 0.29476 4.55632 0.0093 -0.0032 -0.0178 0.217
H 4.27196 -0.84438 3.37782 0.0117 0.0077 -0.0215 0.220
H -4.37187 -2.86536 -1.76883 -0.0021 0.0047 -0.0016 0.250
H -2.14164 -2.74808 -3.92472 -0.0063 0.0031 0.0019 0.230
H 2.45749 1.87865 3.82572 -0.0297 -0.0027 -0.0136 0.207
H 5.49873 -1.90108 -0.75122 0.0131 0.0040 -0.0103 0.266
H 3.92704 -2.11781 -1.54275 0.0193 -0.0091 0.0211 0.240
H -0.96733 -3.78649 -3.08940 0.0016 -0.0016 0.0114 0.230
H 0.46107 0.06940 4.32626 -0.0136 0.0261 0.0121 0.501
H 4.80588 -0.62004 -1.77824 0.0416 0.0046 0.0377 0.243